This record from the Open Molecules 2025 dataset describes a gas-phase ion, C2H4NO2S (charge -1). The level of theory is ωB97M-V/def2-TZVPD.

DFT total energy   -18558.47617 eV
Strongest force on any atom   2.84 eV/Å
Orbital gap   0.2514 hartree
Energy relative to the best compared isomer or geometry (same formula, charge and spin)   201.3 kJ/mol
HOMO energy   -3.04 eV
LUMO level   0.1398 hartree
Total charge   -1

Each line ends with the Mulliken charge.
CARTESIAN COORDINATES (ANGSTROEM)
C: -2.49 0.22 -0.11  0.704
C: 1.82 -0.32 0.55  -0.570
N: 0.69 0.55 0.27  -0.487
O: -2.62 -0.46 0.86  -0.567
O: -3.08 0.92 -0.86  -0.565
S: -0.43 -0.07 -0.79  -0.169
H: 1.70 -0.99 1.59  0.106
H: 1.97 -1.13 -0.25  0.223
H: 2.74 0.34 0.61  0.216
H: -0.32 0.93 -1.87  0.107

***

This record from the Open Molecules 2025 dataset describes a molecular structure, C30H35BrNO3P2Pt. The level of theory is ωB97M-V/def2-TZVPD.

DFT total energy   -131150.80996 eV
Strongest force on any atom   2.19 eV/Å
Orbital gap (spin up / spin down)   0.1541 / 0.1545 hartree
HOMO energy (spin up / spin down)   -16.41 / -16.45 eV
LUMO level (spin up / spin down)   -0.4488 / -0.4501 hartree
Total charge   +3

Each line ends with the Mulliken charge.
CARTESIAN COORDINATES (ANGSTROEM)
Pt: 0.00 -0.09 0.55  0.771
N: -0.51 -0.30 -1.80  -0.485
C: -1.35 -1.41 -2.21  0.589
C: -1.77 -1.52 -3.53  -0.568
C: -2.47 -2.65 -3.93  -0.656
C: -2.76 -3.66 -3.02  -0.878
C: -2.37 -3.53 -1.70  -0.750
C: -1.68 -2.39 -1.29  0.061
P: -1.29 -2.14 0.45  1.120
C: -2.62 -1.21 1.20  0.060
C: -3.76 -0.81 0.49  -0.541
C: -4.76 -0.11 1.15  -0.894
C: -4.62 0.21 2.50  -0.514
C: -3.48 -0.18 3.21  -0.872
C: -2.48 -0.88 2.56  0.134
C: -1.21 -3.73 1.24  0.551
C: -0.04 -4.50 1.13  -0.409
C: -0.02 -5.78 1.65  -0.756
C: -1.14 -6.28 2.30  -0.525
C: -2.30 -5.52 2.41  -0.761
C: -2.34 -4.23 1.90  -0.219
H: -0.81 0.58 -2.22  0.318
H: 0.45 -0.45 -2.10  0.364
H: -1.52 -0.75 -4.25  0.497
H: -2.76 -2.76 -4.97  0.449
H: -3.29 -4.55 -3.34  0.471
H: -2.62 -4.31 -0.98  0.503
H: -3.88 -1.07 -0.56  0.485
H: -5.66 0.17 0.62  0.498
H: -5.41 0.74 3.01  0.490
H: -3.39 0.04 4.26  0.507
H: -1.61 -1.23 3.11  0.524
H: 0.84 -4.10 0.63  0.443
H: 0.87 -6.38 1.57  0.445
H: -1.11 -7.27 2.74  0.445
H: -3.18 -5.92 2.89  0.456
H: -3.24 -3.64 1.98  0.444
Br: -2.76 5.42 2.74  0.017
C: -2.02 3.86 2.16  -0.040
C: -2.36 3.38 0.86  -0.720
C: -1.81 2.21 0.42  -0.347
C: -0.89 1.53 1.25  0.320
C: -0.57 2.00 2.55  -0.350
C: -1.13 3.16 3.01  -0.887
H: -3.04 3.94 0.23  0.527
H: -2.07 1.84 -0.56  0.373
H: 0.12 1.46 3.19  0.779
H: -0.90 3.54 3.99  0.586
C: 5.36 -1.56 0.71  -1.332
C: 3.87 -1.40 0.83  -0.138
O: 3.54 0.03 0.67  -0.041
P: 2.19 0.77 0.54  0.475
O: 2.31 1.98 1.55  -0.124
C: 2.98 1.92 2.85  -0.280
C: 4.35 2.55 2.77  -1.298
O: 2.12 1.44 -0.87  -0.246
C: 3.24 2.23 -1.45  -0.148
C: 4.14 1.37 -2.29  -1.029
H: 5.62 -2.58 0.96  0.410
H: 5.87 -0.89 1.40  0.318
H: 5.71 -1.35 -0.30  0.338
H: 3.51 -1.72 1.80  0.396
H: 3.35 -1.97 0.05  0.269
H: 3.04 0.88 3.19  0.383
H: 2.33 2.47 3.53  0.445
H: 4.98 2.02 2.06  0.257
H: 4.81 2.52 3.76  0.433
H: 4.27 3.59 2.46  0.343
H: 3.76 2.73 -0.63  0.252
H: 2.74 2.99 -2.05  0.376
H: 4.67 0.64 -1.68  0.140
H: 4.88 2.01 -2.78  0.428
H: 3.57 0.85 -3.06  0.321

***

This record from the Open Molecules 2025 dataset describes 6 unconnected molecules or ions with the total composition H11O5S. The level of theory is ωB97M-V/def2-TZVPD.

DFT total energy   -21253.81626 eV
Strongest force on any atom   0.80 eV/Å
Orbital gap   0.3071 hartree
Energy relative to the best compared isomer or geometry (same formula, charge and spin)   63.4 kJ/mol
HOMO energy   -4.74 eV
LUMO level   0.1327 hartree
Total charge   -1

Each line ends with the Mulliken charge.
CARTESIAN COORDINATES (ANGSTROEM)
S: 1.16 0.16 0.22  -0.905
H: 1.56 -0.53 1.30  0.075
H: 0.18 -0.75 -2.73  0.318
H: 1.49 -1.24 -2.12  0.305
O: 0.85 -1.43 -2.82  -0.628
H: -2.98 -0.80 -0.12  0.373
H: -2.88 0.14 1.04  0.400
O: -3.55 -0.24 0.43  -0.726
H: -0.57 -2.09 -0.50  0.351
H: -0.71 -0.61 -0.58  0.178
O: -1.24 -1.44 -0.72  -0.676
H: -1.35 1.71 0.94  0.320
H: -0.71 0.80 1.92  0.323
O: -1.57 1.21 1.72  -0.661
H: 3.05 1.10 0.34  0.302
H: 3.52 2.19 1.27  0.287
O: 3.74 1.82 0.41  -0.636

***

This record from the Open Molecules 2025 dataset describes a molecular structure, C10H27Ba3NO8. The level of theory is ωB97M-V/def2-TZVPD.

DFT total energy   -30688.56474 eV
Strongest force on any atom   18.78 eV/Å
Orbital gap   0.1352 hartree
HOMO energy   -19.99 eV
LUMO level   -0.5995 hartree
Total charge   +4

Each line ends with the Mulliken charge.
CARTESIAN COORDINATES (ANGSTROEM)
Ba: -2.54 -1.31 -1.61  1.573
Ba: -3.59 1.83 -2.71  1.675
Ba: -3.63 1.50 0.71  1.673
C: -2.06 0.97 -1.18  3.737
O: -2.26 0.15 -0.28  -1.825
O: -1.80 0.66 -2.31  -1.722
O: -2.50 2.16 -1.01  -1.549
O: -0.54 -0.91 -2.29  -0.836
H: -0.73 -0.86 -3.23  0.598
H: -0.48 0.00 -2.00  -0.213
O: -2.21 0.06 1.56  -0.870
H: -1.85 0.18 0.67  0.293
H: -2.41 -0.88 1.61  0.370
O: -0.17 1.54 -2.75  -0.460
H: -0.92 1.07 -2.38  -0.656
H: -0.09 1.20 -3.64  0.398
O: -0.93 3.25 -1.77  -0.749
H: -0.20 2.64 -1.88  0.528
H: -1.66 2.69 -1.49  1.068
C: -0.55 -2.44 1.95  -1.602
C: 0.71 -1.66 1.57  0.799
C: 1.18 -2.27 0.27  -1.045
C: 2.11 -1.38 -0.62  -1.082
C: 1.48 -0.10 -0.90  -0.136
C: 1.03 0.65 0.39  0.397
N: 0.25 -0.31 1.26  1.335
O: -0.27 0.36 2.42  -0.660
C: 2.24 1.27 1.02  -1.450
C: 0.23 1.87 -0.03  -0.908
C: 1.82 -1.68 2.67  -1.426
H: -0.84 -2.25 2.98  0.451
H: -0.34 -3.51 2.02  0.478
H: -1.43 -2.29 1.32  0.040
H: 1.75 -3.14 0.58  0.526
H: 0.33 -2.68 -0.27  0.349
H: 2.25 -1.87 -1.58  0.464
H: 3.10 -1.13 -0.22  0.482
H: 0.61 -0.38 -1.49  0.028
H: 2.23 0.50 -1.42  0.792
H: 2.63 2.00 0.32  0.509
H: 2.10 1.92 1.89  0.394
H: 2.95 0.54 1.40  0.238
H: -0.25 2.30 0.84  0.508
H: 0.68 2.69 -0.58  1.016
H: -0.48 1.54 -0.79  -1.374
H: 1.47 -1.08 3.51  0.416
H: 2.74 -1.26 2.27  0.318
H: 2.00 -2.68 3.09  0.455
H: -1.17 0.54 2.12  0.656

***

Which value of strongest force on any atom does entry 3 give?
0.80 eV/Å